# 1
The molecule C15H19BrN2O2 at a distorted geometry, computed with ωB97M-V with the def2-TZVPD basis set.

Geometry as XYZ:
```
39
Properties=species:S:1:pos:R:3:forces:R:3
Br 2.051 -5.202 -4.627 0.39 -0.54 -0.27
O -1.183 0.058 -1.643 -0.68 10.70 -5.31
O 0.044 -1.038 1.956 0.32 0.46 -0.19
N -0.544 1.123 2.283 -6.42 0.03 -4.10
N -1.615 -1.298 -0.049 3.91 -9.55 -1.15
C -0.699 2.995 0.621 -8.89 -4.74 -2.72
C 1.975 1.518 2.158 -7.96 -5.73 -5.95
C 1.175 -3.909 -2.219 4.52 -5.21 3.18
C -1.566 2.204 1.769 8.53 2.28 2.02
C -0.712 -0.087 1.682 6.69 0.42 5.75
C 0.189 -3.109 -4.154 2.44 -2.84 -5.51
C -1.013 -0.934 -1.184 1.96 -12.07 0.45
C -0.298 -2.183 -3.403 -4.61 3.54 2.10
C -0.271 -2.253 -2.011 -1.43 5.62 1.52
C -1.724 -0.347 0.852 -4.50 -8.74 7.60
C 1.150 -3.958 -3.609 -1.61 0.13 2.04
C 1.506 1.971 0.699 0.01 2.73 -0.04
C 0.552 1.514 2.948 6.10 -9.51 0.57
C 0.579 -3.040 -1.327 -1.30 -0.63 -6.48
C 0.639 3.400 0.588 1.57 -6.12 4.00
H 0.958 1.171 0.089 0.85 1.24 1.06
H 2.208 0.395 1.872 0.35 2.30 1.52
H -2.575 1.999 1.709 -1.72 -0.86 -0.75
H 0.531 2.316 3.463 -1.00 5.56 3.69
H -1.005 -1.482 -3.901 0.59 -0.25 0.78
H 2.602 2.112 2.579 4.36 3.39 2.63
H 0.750 0.459 3.689 -0.45 3.28 -1.20
H 0.754 4.011 -0.166 1.24 2.16 -4.88
H -2.180 0.230 0.382 -6.80 10.95 -6.32
H 2.326 2.358 0.152 1.48 -0.80 -0.80
H -1.140 2.265 -0.256 2.03 1.91 1.00
H -1.371 2.950 2.538 -1.04 -0.04 0.78
H 1.808 -4.836 -1.505 -1.41 2.74 -2.85
H 0.706 -2.970 -0.365 0.87 -0.18 5.18
H 0.701 4.115 1.330 1.17 1.08 2.73
H -0.088 -3.142 -5.275 0.79 0.03 1.89
H -1.350 3.801 0.525 -1.22 1.99 -0.58
H -2.705 -0.918 1.478 2.44 2.28 -0.39
H -1.163 -2.258 0.336 -1.56 3.00 -1.00
```
Positions in Å, forces in eV/Å.

**HOMO level**: -8.6 eV
**Gap between HOMO and LUMO**: 0.3402 Ha
**Relative energy (zero: lowest compared OMol25 entry of this formula, charge and spin)**: 285.9 kcal/mol
**SMILES string**: O=C(NCC(=O)N1CCCCCC1)c1ccc(Br)cc1
**M**: 339.23 g mol⁻¹
**Lowest unoccupied orbital energy**: 0.62 eV

# 2
An isolated ion of composition CH3O3 and charge +1 at a distorted geometry, computed with ωB97M-V with the def2-TZVPD basis set.

Geometry as XYZ:
```
7
Properties=species:S:1:pos:R:3:forces:R:3
O 0.318 0.490 0.630 0.54 0.97 1.61
O 2.127 -0.191 -0.556 -2.17 1.45 2.64
O 1.631 0.410 0.425 1.07 -1.71 -2.96
C -0.779 -0.121 -0.052 -0.50 -1.82 -0.81
H -0.403 -0.781 -0.917 -1.01 0.84 1.53
H -1.472 -0.516 0.793 1.75 -0.33 -1.13
H -1.422 0.708 -0.323 0.32 0.60 -0.88
```
Positions in Å, forces in eV/Å.

**HOMO level (spin up / spin down)**: -18.7 / -18.7 eV
**Gap between HOMO and LUMO (spin up / spin down)**: 0.3101 / 0.3101 Ha
**Total charge**: +1
**Relative energy (zero: lowest compared OMol25 entry of this formula, charge and spin)**: 121.3 kcal/mol
**M**: 63.03 g mol⁻¹
**Lowest unoccupied orbital energy (spin up / spin down)**: -10.22 / -10.22 eV

# 3
CH14Na5O10 as an isolated structure at a distorted geometry, computed with ωB97M-V with the def2-TZVPD basis set.

Geometry as XYZ:
```
30
Properties=species:S:1:pos:R:3:forces:R:3
Na -6.375 2.260 0.344 -0.02 -0.01 0.04
Na -3.310 0.397 -5.344 0.04 -0.21 0.02
Na 1.783 4.260 -4.857 0.37 -0.07 -0.06
Na -1.406 5.072 0.539 0.18 -0.24 0.19
Na -4.822 -3.113 0.288 0.40 -0.19 0.12
O -1.652 0.459 -0.002 -4.47 1.27 2.30
O -2.378 -3.016 4.088 -0.22 -0.23 -0.40
O -0.664 -1.070 -1.137 -0.24 -2.40 -1.82
O 2.183 1.785 3.777 -0.10 -0.01 0.09
O 2.560 -4.726 0.769 0.12 -0.06 -0.14
O 3.119 -0.136 -4.214 0.11 0.50 -0.24
O 5.654 3.952 -0.632 -0.03 0.20 -0.28
O -2.726 3.353 4.732 0.18 0.17 -0.20
O -1.505 -5.090 -4.334 -0.41 0.18 -0.01
O 0.078 0.948 -0.967 3.84 3.92 -2.14
C -0.768 0.101 -0.785 0.01 -2.16 1.32
H 4.786 3.704 -0.951 -0.11 -0.19 -0.01
H 5.588 3.883 0.320 0.14 -0.05 0.32
H 2.430 -0.288 -4.860 -0.10 -0.30 -0.18
H 2.180 -4.944 1.620 -0.01 -0.11 0.27
H 2.653 0.139 -3.425 -0.12 -0.18 0.50
H -2.197 -2.247 3.549 0.32 0.27 -0.05
H 1.766 1.523 2.957 -0.06 -0.24 -0.23
H 1.931 -4.122 0.373 -0.11 0.19 -0.13
H -1.178 -4.384 -3.776 0.22 0.09 0.23
H -3.452 3.926 4.485 -0.28 0.21 0.20
H -3.110 -2.752 4.646 -0.11 0.01 0.38
H 2.337 2.725 3.678 0.16 0.23 0.12
H -2.718 2.671 4.061 0.11 -0.38 -0.04
H -0.787 -5.270 -4.940 0.21 -0.21 -0.17
```
Positions in Å, forces in eV/Å.

**HOMO level**: -12.0 eV
**Gap between HOMO and LUMO**: 0.1017 Ha
**Total charge**: +3
**Relative energy (zero: lowest compared OMol25 entry of this formula, charge and spin)**: 207.8 kcal/mol
**M**: 301.06 g mol⁻¹
**Lowest unoccupied orbital energy**: -9.24 eV

# 4
CH5CdO3 as an isolated structure at a distorted geometry, computed with ωB97M-V with the def2-TZVPD basis set.

Geometry as XYZ:
```
10
Properties=species:S:1:pos:R:3:forces:R:3
Cd -0.016 0.398 0.870 0.23 0.48 1.30
O -0.168 -0.188 -0.956 -0.57 -1.26 -1.28
O -0.158 -0.832 3.460 0.49 -0.57 -0.19
O -0.553 0.216 2.825 -0.40 0.67 1.12
C 0.379 0.412 -2.148 0.63 0.80 -1.58
H 1.037 1.226 -1.832 -0.10 -0.19 -0.11
H -0.640 -1.010 -1.162 -0.05 -0.02 -0.11
H -0.394 -0.689 4.404 -0.27 0.04 0.47
H -0.438 0.810 -2.758 0.16 -0.12 0.18
H 0.950 -0.341 -2.702 -0.13 0.18 0.21
```
Positions in Å, forces in eV/Å.

**HOMO level (spin up / spin down)**: -21.4 / -21.4 eV
**Gap between HOMO and LUMO (spin up / spin down)**: 0.3786 / 0.3370 Ha
**Total charge**: +2
**M**: 177.46 g mol⁻¹
**Spin multiplicity**: 2
**Lowest unoccupied orbital energy (spin up / spin down)**: -11.10 / -12.23 eV

# 5
A 4-piece molecular cluster, C4H15N2O2 overall at a distorted geometry, computed with ωB97M-V with the def2-TZVPD basis set.

Geometry as XYZ:
```
23
Properties=species:S:1:pos:R:3:forces:R:3
O 2.798 -1.448 -0.690 0.41 0.57 3.80
O 0.955 -1.943 -2.913 0.21 0.77 0.75
N -1.487 -0.015 -1.938 -0.72 4.40 -0.01
N -1.179 -0.770 0.763 2.32 3.49 -1.74
C -0.692 0.532 0.272 -2.27 -2.46 1.97
C -0.138 1.483 1.249 -3.00 0.93 -1.14
C -1.144 1.732 2.456 0.06 -1.33 -1.05
C -0.889 0.936 -1.016 -0.87 -2.51 -3.62
H 1.750 -0.973 1.480 -0.52 0.24 -0.17
H -1.726 -1.372 0.145 0.45 0.32 -0.18
H -2.133 2.116 2.136 1.03 0.61 0.08
H -2.055 0.536 -2.723 2.16 -1.96 1.81
H -0.600 2.195 3.219 0.43 2.02 0.80
H 2.383 -0.966 0.225 1.19 -1.53 -2.66
H 3.607 -1.927 -0.294 -1.74 1.02 -1.00
H -0.426 -1.222 1.298 -0.32 -0.09 0.63
H 1.567 -1.516 -2.284 -0.14 0.12 -0.23
H -0.001 2.467 0.675 0.42 -1.45 1.14
H -0.798 -0.702 -2.242 -0.18 -0.74 -0.35
H -0.442 1.846 -1.461 -0.96 -0.08 0.78
H 1.331 -2.821 -2.879 -0.22 -0.70 -0.34
H 0.754 0.947 1.471 2.13 -0.32 1.27
H -1.437 0.884 3.052 0.13 -1.31 -0.52
```
Positions in Å, forces in eV/Å.

**HOMO level**: -12.9 eV
**Gap between HOMO and LUMO**: 0.1542 Ha
**Total charge**: +1
**Relative energy (zero: lowest compared OMol25 entry of this formula, charge and spin)**: 203.2 kcal/mol
**M**: 123.18 g mol⁻¹
**Lowest unoccupied orbital energy**: -8.68 eV

# 6
A 2-piece molecular cluster, C9H14 overall at a distorted geometry, computed with ωB97M-V with the def2-TZVPD basis set.

Geometry as XYZ:
```
23
Properties=species:S:1:pos:R:3:forces:R:3
C -2.106 1.407 -1.243 1.55 -0.84 1.10
C -1.742 0.417 -2.124 -0.96 -1.21 -2.01
C 1.047 -2.900 2.103 -2.64 0.25 -4.19
C 1.052 1.361 0.840 2.61 0.26 1.33
C -1.143 1.708 -0.197 -3.21 0.05 -1.63
C 0.378 0.053 -1.087 1.72 -1.90 1.28
C 0.009 0.987 -0.095 1.06 0.08 -1.41
C -0.526 -0.333 -2.021 -0.55 -0.13 -1.81
C 1.867 -1.607 2.370 0.89 -3.47 1.27
H 0.874 1.117 1.885 -0.15 0.05 0.04
H 2.098 1.036 0.605 -1.06 -0.77 -0.05
H -1.499 2.538 0.404 0.80 -0.19 0.67
H -0.232 -1.175 -2.729 -0.78 1.38 0.80
H 1.426 -0.530 -0.997 -2.56 1.55 -0.15
H 1.385 -1.079 3.147 -0.19 0.93 0.94
H -2.461 0.224 -2.996 1.15 -0.07 1.42
H 1.286 2.391 0.756 -0.50 1.53 0.34
H -3.138 1.785 -1.286 0.85 0.36 0.05
H -0.053 -3.007 2.389 1.81 0.31 0.91
H 1.998 -1.009 1.521 0.38 0.74 -1.03
H 2.853 -2.094 2.766 -1.41 1.80 -0.73
H 0.727 -3.060 0.911 1.59 0.53 2.55
H 1.715 -3.690 2.345 -0.42 -1.24 0.33
```
Positions in Å, forces in eV/Å.

**HOMO level**: -9.1 eV
**Gap between HOMO and LUMO**: 0.3703 Ha
**Relative energy (zero: lowest compared OMol25 entry of this formula, charge and spin)**: 50.7 kcal/mol
**SMILES string**: Cc1ccccc1.CC
**M**: 122.21 g mol⁻¹
**Lowest unoccupied orbital energy**: 1.01 eV